Record 1
Formula: H5N4OP
Source: the Open Molecules 2025 dataset
Level of theory: the ωB97M-V functional and the def2-TZVPD basis

Cartesian coordinates (Å):
P: 0.22068 0.62715 -0.78108
O: 1.34661 1.03744 1.20171
N: -2.00214 -0.02391 0.41774
N: 2.18606 -0.47880 -1.98692
N: -0.81963 -0.45293 -0.16143
N: 1.40015 -0.48894 -1.04200
H: -2.09311 0.90912 0.11014
H: -0.66970 -1.42894 -0.23630
H: 2.99650 -1.08878 -1.87746
H: 2.29156 0.98954 0.91819
H: -2.69013 -0.55536 -0.04026

Atomic forces in eV per Å
1.60 0.75 3.31
-0.44 -0.25 -2.40
-0.03 -0.55 1.35
1.91 -0.85 -1.23
0.74 0.33 -0.83
-1.06 -0.02 -0.03
-0.62 1.48 -0.08
0.26 -0.74 0.49
0.29 0.23 -0.25
-1.04 0.11 0.23
-1.61 -0.49 -0.55

Results
**Frontier orbital gap (alpha / beta)**: 8.406 / 6.548 eV
**2S+1**: 3
**Charge**: 0
**Highest occupied orbital energy (alpha / beta)**: -0.29090 / -0.30607 hartree

Record 2
Formula: H5NOS2Si
Source: the Open Molecules 2025 dataset
Level of theory: the ωB97M-V functional and the def2-TZVPD basis

Cartesian coordinates (Å):
S: 2.93243 -0.82595 0.25914
S: -1.06050 1.86955 0.31021
Si: 0.26938 0.45272 -0.52659
O: 1.47824 0.12390 0.40272
N: -0.49667 -0.52867 -1.69365
H: -0.17049 2.29462 1.20510
H: -0.25109 -0.98614 2.23331
H: -1.14615 -0.59155 2.16251
H: -0.12418 -1.32218 -2.26795
H: -1.43097 -0.48632 -2.08480

Atomic forces in eV per Å
0.60 -0.61 -0.18
0.05 -0.26 -0.81
-1.29 -1.01 0.46
-0.86 0.87 -0.75
0.73 -1.01 -0.93
0.30 -0.04 0.16
-3.94 1.72 -0.31
3.96 -1.79 0.34
0.57 1.13 1.35
-0.12 1.00 0.67

Results
**Frontier orbital gap (alpha / beta)**: 5.847 / 5.847 eV
**Charge**: 0
**Highest occupied orbital energy (alpha / beta)**: -0.25842 / -0.25844 hartree

Record 3
Formula: H5NOSSi
Source: the Open Molecules 2025 dataset
Level of theory: the ωB97M-V functional and the def2-TZVPD basis

Cartesian coordinates (Å):
S: 2.49978 -0.11532 0.10473
Si: 0.20878 -0.01311 -0.44379
O: -0.18701 1.45235 0.10629
N: -0.73012 -1.24525 0.29605
H: -1.07727 1.79156 0.04747
H: -0.54491 -2.19912 0.02407
H: -0.86146 -1.21241 1.29468
H: 0.08259 -0.15856 -1.88347
H: 2.74555 1.11599 -0.30066

Atomic forces in eV per Å
-2.07 -0.62 -0.24
2.06 -0.68 0.68
0.02 0.57 0.28
0.34 0.18 -0.11
-0.28 0.03 -0.07
-0.10 -0.07 -0.14
0.02 0.08 0.14
-0.01 -0.05 -0.33
0.03 0.56 -0.21

Results
**Frontier orbital gap**: 9.686 eV
**Structure (SMILES)**: N[Si@@H](O)S
**Charge**: 0
**Highest occupied orbital energy**: -0.33514 hartree

Record 4
Formula: H5NOSSi
Source: the Open Molecules 2025 dataset
Level of theory: the ωB97M-V functional and the def2-TZVPD basis

Cartesian coordinates (Å):
S: 3.48219 -1.05239 -0.02292
Si: -2.44639 -0.15014 -0.27419
O: -2.89995 -1.55029 0.03861
N: -1.27885 0.72025 0.59892
H: -1.06383 1.69212 0.45153
H: 4.70982 -0.56861 0.10534
H: -2.83815 0.74231 -1.34264
H: 3.19073 -0.19130 -0.98978
H: -0.85556 0.35805 1.43514

Atomic forces in eV per Å
-0.26 -0.31 0.19
1.00 0.83 0.66
-0.29 -0.58 0.00
-0.45 -0.29 -0.19
-0.04 0.01 -0.14
0.34 0.12 0.05
-0.30 0.14 -0.43
-0.08 0.20 -0.24
0.08 -0.12 0.10

Results
**Frontier orbital gap**: 10.387 eV
**Structure (SMILES)**: N[SiH]=O.S
**Charge**: 0
**Highest occupied orbital energy**: -0.36472 hartree

Record 5
Formula: H5NOSi2
Source: the Open Molecules 2025 dataset
Level of theory: the ωB97M-V functional and the def2-TZVPD basis

Cartesian coordinates (Å):
Si: 0.72082 0.68944 -0.78564
Si: -0.38603 -0.89056 1.14587
O: 1.55628 -0.13340 0.20207
N: -1.00000 0.03346 -0.13236
H: 0.55596 2.10125 -0.88289
H: -1.75542 0.63244 -0.41781
H: -0.33297 0.04052 2.25443
H: 0.78281 -0.00162 -2.24419
H: -0.14145 -2.47154 0.86053

Atomic forces in eV per Å
-3.62 -2.52 -3.03
2.56 1.02 -3.97
0.13 -2.03 3.47
1.63 0.42 -0.73
0.19 1.13 0.09
-0.49 -0.43 0.56
0.00 -0.84 1.27
0.09 1.22 1.30
-0.48 2.03 1.04

Results
**Frontier orbital gap**: 8.921 eV
**Charge**: 0
**Highest occupied orbital energy**: -0.34716 hartree

Record 6
Formula: H5NP2S2
Source: the Open Molecules 2025 dataset
Level of theory: the ωB97M-V functional and the def2-TZVPD basis

Cartesian coordinates (Å):
S: -1.90085 -1.56658 0.83838
S: 2.19571 0.14840 -1.66246
P: -0.72170 0.01269 1.62801
P: 0.60892 1.00140 -0.73868
N: 0.59900 0.09508 0.54443
H: -0.49392 1.02261 -1.51078
H: 1.81127 -0.95920 -1.16463
H: -2.96288 -0.88241 0.54749
H: 0.99595 2.33903 -0.83863
H: -0.13151 -1.21102 2.35687

Atomic forces in eV per Å
0.30 -0.68 -0.11
1.35 1.70 -2.09
1.48 -2.39 0.90
1.51 -0.87 1.24
-1.39 1.08 0.60
-1.26 -0.09 -0.87
-0.47 -1.93 0.75
-1.09 0.69 -0.44
-0.05 0.45 0.34
-0.37 2.04 -0.31

Results
**Frontier orbital gap**: 9.064 eV
**Structure (SMILES)**: SPN=[PH2]S
**Charge**: 0
**Highest occupied orbital energy**: -0.31771 hartree

Record 7
Formula: H5NP2S2
Source: the Open Molecules 2025 dataset
Level of theory: the ωB97M-V functional and the def2-TZVPD basis

Cartesian coordinates (Å):
S: 2.28413 0.30420 -1.69264
S: 0.14484 -2.09421 -0.81162
P: 0.90688 -0.32905 0.17725
P: -1.93009 0.37780 1.52766
N: -0.63851 0.57257 0.29411
H: -0.50956 1.60204 0.20467
H: -1.61320 1.33300 2.48465
H: 2.81266 -0.91671 -1.53315
H: -2.73276 1.40643 0.85550
H: 1.27563 -2.25608 -1.50642

Atomic forces in eV per Å
1.38 0.73 -1.15
0.20 0.48 0.97
-3.66 -0.23 0.13
-0.34 0.13 -1.77
1.22 0.48 1.25
0.37 -1.09 -0.30
0.59 0.39 0.51
0.09 0.07 0.04
0.17 -0.87 0.45
-0.03 -0.08 -0.12

Results
**Frontier orbital gap (alpha / beta)**: 6.339 / 6.128 eV
**2S+1**: 3
**Charge**: 0
**Highest occupied orbital energy (alpha / beta)**: -0.22275 / -0.32849 hartree

Record 8
Formula: H5NS2
Source: the Open Molecules 2025 dataset
Level of theory: the ωB97M-V functional and the def2-TZVPD basis

Cartesian coordinates (Å):
S: 0.39747 0.49757 0.98138
S: 1.17413 -0.32560 -0.79715
N: -2.51359 -0.18518 -0.25363
H: 1.98798 -1.14026 -0.21895
H: -2.19183 -1.12674 -0.46835
H: -3.39185 -0.33082 0.22910
H: -2.77205 0.25921 -1.12646
H: -0.42215 1.25664 0.27338

Atomic forces in eV per Å
0.70 -0.24 0.09
-1.02 0.97 -0.66
-0.39 -0.23 -0.07
0.93 -0.93 0.79
0.17 0.23 -0.12
-0.08 0.12 0.20
0.07 -0.10 -0.18
-0.39 0.17 -0.05

Results
**Frontier orbital gap**: 8.595 eV
**Structure (SMILES)**: SS.N
**Charge**: 0
**Highest occupied orbital energy**: -0.30026 hartree

Calculated energy relative to the best compared isomer or geometry (same formula, charge and spin) in order - 431.8; 309.1; 0.0; 183.6; 258.5; 105.5; 0.0; 30.6 kJ/mol
Calculated molecular weight in order - 108.0; 127.3; 95.2; 95.2; 91.2; 145.1; 145.1; 83.2 g/mol